{
  "formula": "C23H29Br3Cl51IN",
  "method": "ωB97M-V with the def2-TZVPD basis set",
  "orbital_gap_ev": 7.48,
  "homo_energy_ev": -11.97,
  "charge": 1,
  "symbols": ["Cl", "C", "H", "Cl", "Cl", "H", "Cl", "Cl", "Cl", "H", "Cl", "Cl", "C", "H", "Cl", "Cl", "Cl", "C", "C", "C", "I", "Br", "H", "Cl", "Cl", "H", "Cl", "C", "Cl", "Cl", "Cl", "C", "Cl", "C", "C", "H", "H", "H", "H", "H", "Cl", "Cl", "Br", "H", "C", "H", "Cl", "Cl", "Cl", "H", "H", "Cl", "Cl", "Cl", "C", "C", "H", "H", "Br", "Cl", "N", "Cl", "H", "H", "C", "C", "Cl", "C", "Cl", "C", "H", "H", "H", "Cl", "C", "Cl", "Cl", "Cl", "C", "H", "H", "H", "Cl", "Cl", "Cl", "H", "H", "Cl", "Cl", "Cl", "Cl", "Cl", "Cl", "Cl", "Cl", "Cl", "C", "H", "Cl", "C", "C", "H", "C", "Cl", "Cl", "C", "Cl", "Cl"],
  "xyz": [[-2.52, 6.70, -1.58], [-1.87, -10.03, -8.67], [12.73, -1.29, -1.79], [-0.47, -2.57, 5.48], [-5.86, -9.40, -7.18], [-0.95, 1.91, 0.74], [-4.50, 2.24, 7.68], [1.02, -2.83, -1.56], [-2.95, 5.68, 1.11], [3.94, 0.27, 0.63], [5.40, 1.39, -2.29], [10.39, -1.54, -1.70], [-4.12, 1.39, 0.50], [-4.21, -2.50, 8.14], [-1.76, -3.18, -0.76], [0.14, -3.89, 8.01], [-5.72, -3.33, 6.53], [12.54, 0.82, -5.91], [-6.72, -9.54, -8.72], [-8.51, -2.16, 10.87], [1.93, 2.67, -0.88], [-1.88, 0.79, -1.42], [3.73, 1.59, 2.00], [-6.06, -1.04, 8.30], [-0.81, 4.50, -5.76], [-3.10, -0.39, 1.52], [12.80, 2.41, -5.18], [-6.37, 4.33, 0.41], [12.04, -0.36, -4.68], [-4.96, 5.05, 7.07], [-0.67, -4.75, -2.96], [-1.40, 0.85, 0.56], [-8.44, -9.82, -8.44], [7.87, 2.41, 0.69], [4.68, 1.49, -3.91], [11.70, 4.38, 0.07], [-4.58, 0.62, -0.25], [4.05, 2.38, -3.95], [1.56, -1.07, 0.52], [-6.31, -10.40, -9.26], [-7.57, -3.43, 10.07], [-6.53, 8.16, 4.18], [-0.19, -0.76, 2.59], [-8.03, -1.20, 10.67], [-0.32, -3.99, -1.40], [0.91, -0.01, -1.00], [-8.66, 8.16, 6.17], [-2.61, 3.70, 6.01], [-2.44, -4.31, 6.74], [1.07, 1.69, 1.57], [-0.90, 5.12, -3.49], [-4.13, -7.28, -6.23], [-8.32, 5.87, 4.40], [-5.70, 3.71, -1.11], [1.75, 1.19, 0.75], [11.93, -0.79, -1.25], [-4.87, 3.23, 5.57], [-0.02, -4.77, -0.69], [-2.82, 1.78, 3.12], [11.93, 0.93, -1.69], [-0.45, -0.30, 0.80], [-1.58, -10.22, -6.93], [-5.55, 4.52, 1.10], [13.48, 0.48, -6.35], [-0.72, -4.03, 6.47], [3.19, 0.74, 1.41], [12.22, -0.98, 0.49], [-3.08, -5.97, -5.65], [-8.52, -2.42, 12.63], [-0.23, 5.36, -4.32], [2.92, -0.10, 2.21], [-6.81, 6.70, 6.01], [-1.07, -10.53, -9.21], [3.67, 0.08, -4.24], [-7.49, 7.16, 5.28], [6.86, 0.99, 0.36], [-7.22, 5.86, 0.13], [1.40, 4.82, -3.89], [0.93, -0.13, 0.18], [-0.88, -1.15, 0.33], [7.24, 3.30, 0.65], [-3.85, 2.44, 0.01], [-3.30, -4.52, -6.65], [11.33, 0.92, -7.20], [-7.46, 3.14, 1.14], [-3.36, -5.73, -4.63], [-3.50, 4.66, -0.94], [12.34, 6.37, -1.02], [-0.26, 7.11, -4.57], [-6.47, -8.09, -9.70], [-3.93, -1.04, 6.32], [-1.87, -8.31, -9.12], [-3.41, -10.78, -9.13], [8.59, 2.30, 2.30], [11.79, 3.77, -2.20], [-1.19, 4.26, -0.73], [12.37, 4.62, -0.76], [-0.31, -4.88, 5.92], [14.00, 4.08, -0.33], [-2.65, 5.24, -0.58], [-2.83, 0.76, 1.36], [-4.95, 1.59, 1.33], [-4.31, 3.52, 6.46], [9.14, 2.57, -0.54], [-10.16, -2.11, 10.24], [-4.89, -2.04, 7.42], [-1.38, -6.48, -5.66], [5.95, 1.65, -5.14]],
  "mulliken_charge": [-0.08, -0.06, 0.35, -0.14, -0.09, 0.27, -0.08, -0.07, -0.10, 0.19, 0.05, -0.11, -0.83, 0.34, -0.14, -0.11, -0.13, 0.00, 0.12, 0.17, 0.20, 0.01, 0.34, -0.10, -0.13, 0.32, -0.09, 0.39, -0.09, -0.14, -0.04, -0.21, -0.13, -0.05, 0.15, 0.20, 0.36, 0.04, 0.52, 0.22, -0.11, -0.12, 0.23, 0.18, -0.03, 0.47, -0.12, -0.14, -0.06, 0.37, -0.33, 0.00, -0.11, -0.15, -0.30, -0.17, 0.15, 0.34, -0.02, 0.09, 0.60, -0.11, 0.03, 0.31, -0.08, -0.91, -0.14, -0.03, -0.12, 0.65, 0.24, -0.18, 0.37, -0.11, 0.55, -0.12, -0.10, -0.12, -0.95, 0.04, 0.30, 0.14, -0.13, -0.12, -0.13, 0.29, -0.38, -0.12, -0.12, -0.11, -0.01, -0.10, -0.09, -0.14, -0.13, -0.02, 0.14, 0.33, -0.12, 0.50, -0.30, 0.30, 0.19, 0.01, -0.12, -0.08, -0.15, -0.11]
}


{
  "formula": "C23H29ClFN3O3S",
  "method": "ωB97M-V with the def2-TZVPD basis set",
  "smiles": "O=C(CCS(=O)(=O)Cc1ccc(Cl)cc1)NCCCN1CCN(c2ccccc2F)CC1",
  "orbital_gap_ev": 8.51,
  "homo_energy_ev": -7.90,
  "symbols": ["C", "H", "C", "C", "C", "C", "H", "O", "N", "H", "C", "C", "C", "H", "C", "H", "C", "H", "C", "C", "H", "H", "C", "H", "H", "H", "H", "H", "C", "C", "C", "F", "H", "C", "H", "C", "C", "H", "H", "Cl", "C", "H", "H", "O", "N", "N", "H", "C", "H", "H", "H", "S", "H", "O", "H", "H", "H", "C", "H", "C", "H"],
  "xyz": [[-2.28, 0.56, 0.20], [-7.10, 0.50, -1.13], [4.96, -2.91, 1.07], [-3.89, 1.55, -2.91], [2.55, -2.44, 2.36], [-6.22, 1.02, -3.01], [-0.87, 1.76, -1.78], [0.19, -1.59, 0.71], [-0.44, 1.98, 0.89], [0.70, -4.30, 1.65], [-1.60, 2.37, -1.22], [-6.20, 0.80, -1.64], [-1.57, 1.21, 1.38], [5.90, -3.08, 0.56], [1.43, -0.85, -1.75], [-2.27, 1.84, 1.95], [-5.05, 1.40, -3.64], [0.85, -2.85, -2.43], [2.35, -0.30, -0.65], [1.35, -2.36, -1.60], [1.61, -2.25, 2.85], [-5.05, 0.83, 0.15], [1.35, -4.00, 0.84], [0.83, 0.91, 0.05], [-1.97, 3.16, -1.87], [1.52, -4.83, 0.16], [0.39, 1.79, 2.78], [3.65, -1.06, 3.58], [3.69, -1.77, 2.76], [2.51, 1.31, 1.17], [4.89, -2.00, 2.11], [-2.77, 1.88, -3.61], [-1.62, 3.69, 0.49], [-0.91, 3.01, -0.02], [2.43, 0.64, 2.04], [-3.83, 1.36, -1.53], [-5.04, 0.97, -0.92], [-1.58, -0.14, -0.28], [1.92, 3.30, 0.62], [6.30, -1.15, 2.60], [3.82, -3.58, 0.67], [-3.14, -0.01, 0.55], [1.87, -0.60, -2.72], [3.47, -0.74, -0.50], [1.83, 0.72, 0.04], [-2.71, 1.58, -0.75], [3.57, 1.42, 0.93], [1.87, 2.66, 1.50], [0.44, -0.41, -1.69], [-7.13, 0.89, -3.58], [-1.19, 0.41, 2.02], [0.37, -2.76, -0.11], [0.04, 3.47, 2.33], [-0.84, -3.42, -0.54], [-5.01, 1.56, -4.71], [-0.06, 3.60, -0.37], [3.88, -4.29, -0.14], [0.42, 2.50, 1.95], [2.44, 3.14, 2.30], [2.60, -3.35, 1.31], [2.35, -2.76, -1.44]],
  "mulliken_charge": [-0.53, 0.37, -0.83, 0.57, -0.07, -0.42, 0.19, -0.46, 0.69, 0.41, -0.69, -0.79, -1.00, 0.43, -0.30, 0.44, -0.64, 0.56, 0.29, -0.86, 0.32, 0.40, -1.38, 0.02, 0.60, 0.43, 0.43, 0.42, -0.72, -0.33, 0.53, -0.32, 0.42, -1.20, 0.01, 0.09, -0.24, -0.03, 0.34, -0.24, -0.20, 0.52, 0.50, -0.63, 0.19, 0.26, 0.49, -0.98, -0.05, 0.38, 0.40, 1.08, 0.33, -0.74, 0.44, 0.40, 0.42, -0.98, 0.44, 0.51, 0.31]
}


{
  "formula": "C23H29N3O3",
  "method": "ωB97M-V with the def2-TZVPD basis set",
  "orbital_gap_ev": 9.29,
  "homo_energy_ev": -8.98,
  "symbols": ["C", "H", "C", "H", "H", "C", "H", "H", "O", "H", "H", "H", "C", "H", "C", "C", "H", "H", "C", "H", "C", "H", "N", "H", "C", "H", "H", "N", "C", "C", "H", "H", "H", "H", "C", "H", "H", "H", "H", "C", "H", "H", "H", "O", "C", "C", "C", "C", "C", "C", "H", "C", "O", "N", "H", "C", "C", "C"],
  "xyz": [[0.31, -1.97, -2.93], [2.18, -0.04, -1.58], [-2.06, -0.55, 4.35], [2.97, -1.62, 0.19], [-0.16, 4.44, -1.31], [-2.78, 0.60, 4.66], [1.99, 1.47, -5.04], [3.22, -0.46, -2.97], [1.96, 4.36, -5.06], [4.35, -2.00, -0.84], [0.30, -2.11, 2.86], [-0.47, 1.86, -2.24], [0.49, 2.67, -4.06], [2.16, 1.56, -3.29], [2.44, -2.17, -1.85], [-0.78, -0.91, 1.28], [-3.87, 1.66, 6.17], [0.38, -2.68, -3.76], [-1.88, -1.54, 5.32], [0.87, -3.66, -1.75], [0.97, -2.58, -1.69], [0.57, 0.20, 2.70], [1.12, -0.79, -3.21], [0.47, -2.82, 0.34], [-0.31, 2.80, -2.75], [1.19, 3.30, -1.23], [3.33, -3.30, -0.22], [0.40, -2.16, -0.42], [-1.49, -0.72, 2.98], [-2.42, -1.37, 6.59], [-2.94, -1.54, 1.44], [2.87, -2.81, -2.62], [-1.30, 3.21, -2.97], [-2.71, 0.24, 1.32], [3.32, -2.28, -0.61], [1.73, 5.40, -2.72], [-0.73, -1.71, -2.75], [-0.18, 2.65, -4.92], [-3.55, -0.10, 7.88], [1.43, 1.48, -4.10], [-1.32, -2.43, 5.08], [-2.92, 1.37, 3.91], [-0.75, 1.21, 2.03], [-0.37, -0.07, -0.90], [1.31, 3.96, -4.12], [-0.69, -1.93, 2.42], [0.65, 0.18, -4.02], [-2.26, -0.70, 1.63], [-3.31, 0.76, 5.93], [0.48, 3.80, -1.91], [-1.24, -2.87, 2.31], [2.34, -0.75, -2.40], [-0.38, 0.04, -4.65], [1.20, 4.57, -2.91], [-2.28, -2.14, 7.34], [-0.24, -1.00, -0.12], [-0.44, 0.20, 2.28], [-3.13, -0.22, 6.89]],
  "mulliken_charge": [-1.20, 0.27, -0.10, 0.27, 0.32, -0.43, 0.30, 0.71, -0.67, 0.44, 0.32, -0.06, 0.47, 0.43, 0.25, 0.52, 0.39, 0.51, -0.39, 0.54, -0.41, 0.24, 0.17, 0.43, -0.16, 0.24, 0.40, 0.12, 0.72, -0.71, 0.25, 0.49, 0.25, 0.33, -1.66, 0.22, 0.40, 0.49, 0.37, -0.63, 0.37, 0.36, 0.31, -0.67, -0.16, -0.92, 0.27, -0.28, -0.73, -0.52, 0.30, -1.13, -0.71, -0.11, 0.40, -0.54, -0.26, -0.40]
}